The following is a quantum chemistry calculation of a 11-piece molecular cluster, C28H42N14OPS overall, from the Open Molecules 2025 dataset.

Summary:
* HOMO: -12.09 eV
* energy: -72738.6506 eV
* total charge: +1

Element x y z (Å)
S: 0.536 1.032 0.316
P: 3.203 1.404 2.404
O: 4.521 0.832 1.930
N: 9.454 1.713 -4.339
N: -3.446 -1.688 -2.881
N: -1.475 1.372 4.991
N: 0.542 -1.636 3.067
N: -12.162 -0.009 -7.294
N: 5.326 3.673 2.510
N: -8.561 -0.017 -4.114
N: -4.089 1.640 -0.260
N: 0.435 0.504 1.996
N: 1.457 -2.700 5.750
N: -8.353 -4.412 -4.101
N: 9.485 -0.158 4.118
N: -1.451 -1.109 1.974
N: 10.207 1.886 0.937
C: 7.090 -0.030 3.034
C: 10.936 2.248 -1.565
C: 10.094 2.571 -4.774
C: -3.471 0.171 6.215
C: 10.525 2.044 -0.156
C: 3.413 -1.592 7.116
C: -4.483 -2.182 -2.891
C: 1.835 -0.962 3.419
C: -8.148 -6.602 -2.659
C: -10.005 -1.632 -5.605
C: 8.441 -0.102 3.643
C: -2.833 0.984 1.837
C: -5.821 -2.818 -2.903
C: 7.670 3.462 1.338
C: 10.902 3.668 -5.357
C: 2.311 -2.216 6.346
C: -9.192 -0.722 -4.766
C: -10.926 2.266 -7.756
C: 6.350 3.581 2.000
C: -2.346 0.845 5.526
C: -2.346 -0.251 1.213
C: -3.642 0.476 -0.810
C: -3.692 1.840 1.027
C: -11.623 0.984 -7.496
C: -0.240 -0.715 2.273
C: -2.760 -0.537 -0.171
C: 1.884 0.087 2.259
C: -8.264 -5.367 -3.470
H: 7.944 4.415 0.885
H: 7.628 2.698 0.565
H: 2.779 2.521 1.635
H: 8.428 3.185 2.069
H: 0.073 -1.586 3.988
H: -3.959 0.269 -1.860
H: -5.718 -3.895 -3.028
H: -3.920 0.849 6.940
H: -1.784 -2.028 2.273
H: -10.161 -2.575 -5.083
H: 10.230 1.768 -2.240
H: 4.365 -1.786 6.622
H: -6.336 -2.616 -1.964
H: 3.442 -2.008 8.122
H: 7.163 -0.131 1.952
H: 3.256 -0.515 7.179
H: -10.973 -1.178 -5.818
H: -3.108 -0.716 6.735
H: -8.750 -6.508 -1.756
H: -4.226 -0.126 5.488
H: 11.803 3.819 -4.764
H: 3.294 1.726 3.800
H: -0.109 0.094 -0.453
H: -2.420 -1.453 -0.703
H: 10.321 4.590 -5.366
H: 2.080 -0.548 1.349
H: -6.414 -2.419 -3.725
H: -9.490 -1.827 -6.545
H: 1.829 -0.310 4.338
H: 11.185 3.415 -6.378
H: -4.043 2.787 1.512
H: 10.962 3.315 -1.787
H: 6.467 -0.833 3.424
H: -7.108 -6.764 -2.378
H: -2.505 1.173 2.881
H: -8.500 -7.457 -3.235
H: -10.790 2.402 -8.828
H: 11.927 1.826 -1.727
H: -9.951 2.262 -7.270
H: -11.517 3.093 -7.364
H: 6.626 0.926 3.270
H: 2.691 -1.680 3.372

Here are the Mulliken charges for atoms 1 to 4, given in e:
1 S -0.0727
2 P 0.3275
3 O -0.5941
4 N -0.4696